Entry 1:
{"formula": "C9H13NO2", "method": "ωB97M-V with the def2-TZVPD basis set", "de_lowest_kcal_mol": 8.60, "lumo_ev": 0.652, "homo_ev": -8.7, "energy_ev": -15129.2591, "homo_lumo_gap_ev": 9.4, "total_charge": 0, "largest_force_ev_per_a": 1.859, "species": ["C", "C", "C", "C", "C", "O", "C", "C", "H", "H", "H", "H", "H", "H", "H", "H", "C", "C", "N", "O", "H", "H", "H", "H", "H"], "xyz": [[3.9068, -0.4400, 2.7728], [2.5269, -0.3213, 2.2286], [1.7528, 0.7992, 2.5226], [0.5327, 1.0457, 1.9113], [0.1188, 0.1371, 0.9355], [-1.0332, 0.3422, 0.2079], [0.8223, -1.0191, 0.6540], [2.0075, -1.2553, 1.3498], [4.7233, -0.5616, 2.0602], [4.0783, -1.2835, 3.4600], [4.1804, 0.4112, 3.4036], [2.0873, 1.4959, 3.2831], [-0.0858, 1.8799, 2.2099], [-1.3737, 1.2326, 0.3363], [0.3967, -1.7892, 0.0268], [2.4716, -2.2304, 1.2492], [-3.4796, 0.2010, -1.9300], [-2.4337, 0.2335, -3.0054], [-1.3387, -0.5532, -2.8225], [-2.6359, 0.8118, -4.0578], [-3.1818, 0.2310, -0.8853], [-4.0955, -0.7025, -2.0073], [-4.2274, 0.9688, -2.1316], [-0.6977, -0.8060, -3.5541], [-1.0695, -0.8480, -1.8996]], "forces_ev_per_a": [[1.079, -0.411, 1.457], [0.098, 0.432, -0.234], [-0.081, 0.233, 0.208], [0.343, -0.918, -0.325], [-0.653, 0.685, -0.272], [-0.005, -0.232, 0.049], [0.378, -0.182, 0.953], [-0.572, -0.362, -0.295], [-0.358, 0.194, -0.473], [-0.497, -0.099, -0.201], [-0.184, 0.165, -0.262], [0.159, 0.005, -0.085], [-0.010, 0.114, -0.130], [0.112, 0.039, 0.122], [-0.007, 0.129, -0.211], [0.290, 0.178, -0.231], [-1.268, 0.034, 0.388], [0.024, -0.377, -0.882], [0.313, -0.409, 0.771], [0.011, 0.038, 0.134], [0.423, 0.110, -0.115], [0.461, -0.250, -0.233], [0.386, 0.325, 0.058], [-0.201, 0.513, -0.280], [-0.242, 0.050, 0.089]], "mulliken_charge": [-1.375, 0.440, -0.460, -0.785, 0.959, -0.366, -0.588, -0.375, 0.307, 0.313, 0.331, 0.263, 0.338, 0.267, 0.350, 0.358, -0.843, 0.603, -0.309, -0.625, 0.236, 0.266, 0.305, 0.199, 0.194]}

Entry 2:
{"formula": "C4H10N2O3", "method": "ωB97M-V with the def2-TZVPD basis set", "de_lowest_kcal_mol": 107.45, "lumo_ev": 0.839, "homo_ev": -9.1, "energy_ev": -13429.1966, "homo_lumo_gap_ev": 10.0, "total_charge": 0, "largest_force_ev_per_a": 2.523, "species": ["C", "C", "N", "O", "O", "H", "H", "H", "H", "H", "N", "C", "C", "O", "H", "H", "H", "H", "H"], "xyz": [[-2.2169, 0.4524, 1.4267], [-1.0229, 0.0675, -0.8436], [-0.5458, -1.1194, -1.3292], [-1.0582, -0.0415, 0.7960], [-1.8352, 0.7787, -1.3788], [-0.0244, -1.6867, -0.6788], [-0.8935, -1.3568, -2.2434], [-1.9306, 1.0764, 2.2834], [-2.8381, -0.3761, 1.7846], [-2.8042, 1.0502, 0.7167], [0.5823, 1.1360, -0.5532], [2.4863, -0.2580, -0.4141], [2.1233, -0.8801, 0.6960], [1.8427, 0.7510, -1.0810], [0.3054, 1.9701, -1.0712], [0.4316, 1.1760, 0.4973], [3.4102, -0.4525, -0.9404], [2.7638, -1.6487, 1.0931], [1.2240, -0.6385, 1.2395]], "forces_ev_per_a": [[-0.240, 0.062, -0.393], [-1.287, -0.794, 2.019], [-0.124, 0.927, 0.599], [0.475, -0.168, -1.860], [0.397, 0.165, 0.081], [-0.153, -0.296, -0.565], [0.312, -0.404, 0.241], [-0.048, -0.078, -0.164], [0.015, 0.071, -0.007], [0.044, -0.022, 0.186], [-0.128, -0.107, 0.350], [-0.142, 0.320, -0.104], [-0.074, 0.181, 0.021], [-0.300, 0.306, 0.681], [0.361, -0.081, 0.377], [0.991, 0.123, -1.431], [-0.030, -0.101, -0.054], [0.118, -0.036, 0.018], [-0.187, -0.068, 0.005]], "mulliken_charge": [-0.719, 0.799, -0.368, -0.512, -0.661, 0.253, 0.234, 0.226, 0.205, 0.339, -0.350, 0.183, -0.850, -0.289, 0.296, 0.336, 0.362, 0.250, 0.268]}

What did the second record say?
{"formula": "C4H10N2O3", "method": "ωB97M-V with the def2-TZVPD basis set", "de_lowest_kcal_mol": 107.45, "lumo_ev": 0.839, "homo_ev": -9.1, "energy_ev": -13429.1966, "homo_lumo_gap_ev": 10.0, "total_charge": 0, "largest_force_ev_per_a": 2.523, "species": ["C", "C", "N", "O", "O", "H", "H", "H", "H", "H", "N", "C", "C", "O", "H", "H", "H", "H", "H"], "xyz": [[-2.2169, 0.4524, 1.4267], [-1.0229, 0.0675, -0.8436], [-0.5458, -1.1194, -1.3292], [-1.0582, -0.0415, 0.7960], [-1.8352, 0.7787, -1.3788], [-0.0244, -1.6867, -0.6788], [-0.8935, -1.3568, -2.2434], [-1.9306, 1.0764, 2.2834], [-2.8381, -0.3761, 1.7846], [-2.8042, 1.0502, 0.7167], [0.5823, 1.1360, -0.5532], [2.4863, -0.2580, -0.4141], [2.1233, -0.8801, 0.6960], [1.8427, 0.7510, -1.0810], [0.3054, 1.9701, -1.0712], [0.4316, 1.1760, 0.4973], [3.4102, -0.4525, -0.9404], [2.7638, -1.6487, 1.0931], [1.2240, -0.6385, 1.2395]], "forces_ev_per_a": [[-0.240, 0.062, -0.393], [-1.287, -0.794, 2.019], [-0.124, 0.927, 0.599], [0.475, -0.168, -1.860], [0.397, 0.165, 0.081], [-0.153, -0.296, -0.565], [0.312, -0.404, 0.241], [-0.048, -0.078, -0.164], [0.015, 0.071, -0.007], [0.044, -0.022, 0.186], [-0.128, -0.107, 0.350], [-0.142, 0.320, -0.104], [-0.074, 0.181, 0.021], [-0.300, 0.306, 0.681], [0.361, -0.081, 0.377], [0.991, 0.123, -1.431], [-0.030, -0.101, -0.054], [0.118, -0.036, 0.018], [-0.187, -0.068, 0.005]], "mulliken_charge": [-0.719, 0.799, -0.368, -0.512, -0.661, 0.253, 0.234, 0.226, 0.205, 0.339, -0.350, 0.183, -0.850, -0.289, 0.296, 0.336, 0.362, 0.250, 0.268]}